Model one:
{"formula": "C5H8N2O2", "method": "ωB97M-V with the def2-TZVPD basis set", "elements": ["H", "N", "C", "O", "C", "C", "O", "C", "N", "C", "H", "H", "H", "H", "H", "H", "H"], "positions_angstrom": [[3.0662, -1.1930, -0.0005], [2.2462, -1.7523, -0.1332], [1.1785, -1.0579, -0.0771], [-0.1242, -1.5833, 0.0253], [-1.0304, -0.5267, 0.1782], [-2.5192, -0.7981, 0.2187], [-3.2905, 0.2681, -0.2133], [-0.3440, 0.6320, 0.1535], [1.0109, 0.3419, -0.0568], [2.0130, 1.2855, 0.0758], [-2.9581, -1.1109, 1.2117], [-2.5506, -1.5884, -0.5159], [-2.8050, 0.5884, -1.1007], [-0.6932, 1.7053, 0.0042], [2.6499, 1.3685, -0.8665], [1.4381, 2.2626, 0.2094], [2.7124, 1.1583, 0.8873]], "homo_lumo_gap_ha": 0.318, "e_homo_ev": -8.054, "smiles": "[H]/N=c1/oc(CO)cn1C", "charge": 0, "lumo_ev": 0.59}

***

Model two:
{"formula": "C5H8N2O2", "method": "ωB97M-V with the def2-TZVPD basis set", "elements": ["C", "C", "C", "O", "C", "N", "C", "N", "O", "H", "H", "H", "H", "H", "H", "H", "H"], "positions_angstrom": [[-1.3974, 1.2775, 0.5926], [-1.2308, 0.0204, -0.2393], [-0.7048, -1.2443, 0.2858], [-0.8014, -2.1442, 1.0690], [0.1490, -0.5414, -0.6809], [0.2952, -0.9260, -2.0423], [1.4431, 0.0357, -0.0050], [1.4690, 0.1793, 1.3386], [2.3351, 0.4289, -0.7255], [-2.3215, 1.7875, 0.3314], [-1.4383, 1.0523, 1.6577], [-0.5706, 1.9680, 0.4323], [-1.9636, -0.1087, -1.0301], [0.8239, -0.2145, -2.5404], [0.7944, -1.8054, -2.1356], [2.3206, 0.5142, 1.7610], [0.7980, -0.2794, 1.9306]], "homo_lumo_gap_ha": 0.363, "e_homo_ev": -9.222, "smiles": "C[C@@H]1C(=O)[C@]1(N)C(N)=O", "charge": 0, "lumo_ev": 0.66}

***

Stability verdict: model two, ahead by 14.9 kcal/mol

***

Model one:
{"formula": "C4H5NOS2", "method": "ωB97M-V with the def2-TZVPD basis set", "elements": ["N", "S", "O", "C", "C", "C", "S", "C", "H", "H", "H", "H", "H"], "positions_angstrom": [[2.1483, -0.9337, 0.1266], [1.5738, 0.4852, 0.1545], [2.2029, 1.6880, -0.4720], [-0.1158, 0.1762, -0.0397], [-0.8718, -1.0927, -0.4786], [-2.1994, -0.8274, -0.4506], [-2.6194, 0.7610, 0.2051], [-0.9371, 1.1136, 0.3900], [3.0616, -0.9561, -0.3251], [1.5563, 0.9221, 1.3768], [-0.2107, -1.9317, -0.7740], [-2.9977, -1.4213, -0.6830], [-0.5910, 2.0168, 0.9700]], "homo_lumo_gap_ha": 0.369, "e_homo_ev": -9.736, "smiles": "N=[S@@H](=O)c1ccsc1", "charge": 0, "lumo_ev": 0.30}

***

Model two:
{"formula": "C4H5NOS2", "method": "ωB97M-V with the def2-TZVPD basis set", "elements": ["C", "C", "O", "C", "S", "N", "C", "S", "H", "H", "H", "H", "H"], "positions_angstrom": [[-0.9177, 1.6510, -0.2293], [-0.1063, 0.6331, -0.3372], [1.2653, 0.8647, -0.2015], [2.0199, -0.2322, 0.3973], [1.2585, -1.6909, -0.3096], [-0.2412, -0.6936, -0.3800], [-1.4854, -1.3085, -0.0487], [-2.9954, -0.7296, 0.0182], [-0.3942, 2.6384, 0.0051], [-1.9488, 1.6397, -0.5552], [1.8046, -0.1808, 1.4182], [3.1129, -0.1496, 0.2189], [-1.3723, -2.4418, 0.0036]], "homo_lumo_gap_ha": 0.311, "e_homo_ev": -8.521, "smiles": "C=C1OCSN1C=S", "charge": 0, "lumo_ev": -0.05}

***

Stability verdict: model two, ahead by 16.5 kcal/mol